Entry 1:
{
  "formula": "C35H32ClNO2",
  "method": "the ωB97M-V functional and the def2-TZVPD basis",
  "elements": ["C", "O", "C", "C", "C", "C", "C", "C", "C", "C", "C", "C", "C", "C", "C", "C", "C", "C", "C", "C", "C", "C", "C", "C", "C", "C", "C", "O", "N", "C", "C", "C", "C", "C", "C", "C", "C", "C", "Cl", "H", "H", "H", "H", "H", "H", "H", "H", "H", "H", "H", "H", "H", "H", "H", "H", "H", "H", "H", "H", "H", "H", "H", "H", "H", "H", "H", "H", "H", "H", "H", "H"],
  "coordinates": [[-8.06367, 0.81894, -0.52342], [-7.13535, 0.26202, 0.38178], [-5.87198, -0.06315, 0.02131], [-5.05078, -0.38173, 1.11213], [-3.72844, -0.71749, 0.96254], [-3.15251, -0.75215, -0.30436], [-1.68687, -1.04438, -0.47943], [-1.25676, -2.40912, 0.11975], [-1.27971, -3.51290, -0.88991], [-0.20476, -4.19062, -1.25710], [1.16187, -3.88643, -0.73002], [1.24711, -2.42422, -0.28208], [2.59054, -2.06836, 0.29786], [3.11329, -2.75543, 1.38629], [4.33712, -2.39339, 1.91860], [5.05050, -1.33959, 1.38008], [4.54543, -0.63698, 0.29024], [5.28687, 0.49298, -0.28792], [5.38212, 0.65660, -1.66699], [6.07934, 1.72109, -2.20614], [6.69658, 2.65780, -1.38765], [7.43102, 3.82846, -1.96742], [6.59920, 2.49590, -0.01041], [5.90953, 1.43014, 0.53292], [3.31757, -1.01859, -0.24045], [0.11993, -2.13281, 0.72753], [0.11566, -0.63497, 0.99226], [0.87946, -0.01296, 1.69607], [-0.86837, -0.09083, 0.24284], [-0.99511, 1.33404, 0.03105], [-2.20800, 1.91921, 0.70549], [-3.24046, 2.48269, -0.02978], [-4.36263, 2.98120, 0.60782], [-4.46129, 2.92274, 1.98663], [-3.42711, 2.37549, 2.72775], [-2.30525, 1.87882, 2.09104], [-3.95495, -0.46906, -1.39282], [-5.29506, -0.13323, -1.24637], [-6.14811, 0.17964, -2.73377], [-7.66067, 1.70160, -1.02445], [-8.39652, 0.09157, -1.26714], [-8.91351, 1.11282, 0.09261], [-5.50418, -0.33507, 2.08916], [-3.13043, -0.92622, 1.83612], [-1.43883, -1.00525, -1.55196], [-1.96007, -2.66460, 0.91984], [-2.25406, -3.74271, -1.29847], [-0.28361, -5.00246, -1.96617], [1.38515, -4.55309, 0.10760], [1.91113, -4.07573, -1.50195], [1.07226, -1.79713, -1.16460], [2.56347, -3.57279, 1.82999], [4.73526, -2.93507, 2.76466], [6.00967, -1.06670, 1.79525], [4.92330, -0.06972, -2.32270], [6.14740, 1.82540, -3.28030], [7.70768, 3.64154, -3.00235], [8.33098, 4.04249, -1.39436], [6.79843, 4.71660, -1.93963], [7.06992, 3.21751, 0.64277], [5.83058, 1.33162, 1.60564], [2.90925, -0.46121, -1.07239], [0.29770, -2.69492, 1.64497], [-1.02919, 1.52996, -1.04693], [-0.08590, 1.77830, 0.45066], [-3.16866, 2.52859, -1.10730], [-5.16174, 3.41722, 0.02602], [-5.33988, 3.30713, 2.48308], [-3.49568, 2.33825, 3.80507], [-1.49284, 1.45301, 2.66186], [-3.54238, -0.50029, -2.39060]],
  "homo_lumo_gap_ev": 8.89,
  "smiles": "COc1ccc([C@@H]2[C@H]3C=CC[C@H](c4cccc(-c5ccc(C)cc5)c4)[C@H]3C(=O)N2Cc2ccccc2)cc1Cl",
  "e_lumo_ev": 0.675,
  "e_tot_ha": -2018.38362
}

Entry 2:
{
  "formula": "C27H31Br2CaFIN8O4S",
  "method": "the ωB97M-V functional and the def2-TZVPD basis",
  "elements": ["Ca", "C", "C", "O", "N", "C", "C", "C", "C", "C", "C", "N", "H", "H", "H", "H", "H", "H", "H", "H", "H", "H", "Br", "C", "Br", "H", "H", "N", "N", "C", "N", "S", "H", "H", "H", "H", "H", "C", "C", "C", "C", "C", "C", "C", "F", "C", "C", "C", "O", "C", "C", "N", "C", "C", "O", "O", "H", "H", "H", "H", "H", "H", "H", "H", "H", "H", "H", "I", "C", "C", "N", "N", "C", "H", "H", "H"],
  "coordinates": [[-1.99410, -0.16411, -0.37839], [-1.76011, -3.89179, 2.02919], [-2.61733, -2.82207, 1.40109], [-2.35937, -2.23330, 0.33861], [-3.86020, -2.56721, 1.99188], [-4.90987, -1.75258, 1.29714], [-4.87712, -0.25540, 1.67082], [-6.08774, 0.37046, 2.14912], [-5.98859, 1.60182, 2.74447], [-4.70983, 2.17909, 2.87808], [-3.60341, 1.54036, 2.34506], [-3.66311, 0.33357, 1.64905], [-2.34354, -4.81812, 1.92628], [-1.59155, -3.66885, 3.03424], [-0.85409, -4.11817, 1.49380], [-4.16957, -3.11924, 2.80281], [-5.91462, -2.22488, 1.55163], [-4.72850, -1.87107, 0.21912], [-7.05313, -0.16178, 2.08514], [-6.94100, 2.01998, 3.17795], [-4.69690, 3.25615, 3.18518], [-2.58896, 1.87044, 2.46539], [-0.52553, -2.22147, -5.06081], [-2.32479, -2.63013, -4.23414], [-2.78085, -1.05944, -3.18047], [-2.19845, -3.58355, -3.76515], [-3.05862, -2.70770, -4.99412], [-0.09206, 2.54244, -4.02029], [0.29162, 2.76570, -2.67267], [1.62513, 3.19617, -2.40555], [1.96718, 3.34835, -1.12587], [2.71823, 3.65828, -3.59750], [0.76980, 2.59011, -4.56786], [-0.70611, 3.38085, -4.22704], [-0.08590, 2.06797, -1.98350], [1.24185, 3.37673, -0.41408], [2.77076, 3.94205, -0.91996], [5.14313, 0.23055, 3.08390], [4.90004, -0.92818, 2.05068], [6.20041, -1.04246, 1.22759], [6.08785, -2.19984, 0.19850], [4.71244, -2.20878, -0.39787], [4.61303, -2.88389, -1.62605], [3.46154, -2.79707, -2.33952], [3.43187, -3.19891, -3.63903], [2.29230, -2.20819, -1.77518], [2.34689, -1.43131, -0.60355], [1.15880, -0.59935, -0.21918], [0.13255, -0.63011, -0.91900], [1.43015, 0.19939, 0.93468], [2.61261, 0.08031, 1.63348], [3.70503, -0.63523, 1.19857], [3.58394, -1.44925, 0.11584], [0.42836, 1.09284, 1.49015], [0.68473, 2.05152, 2.18829], [-0.80647, 0.77802, 1.29199], [6.21444, 0.37210, 3.31748], [4.76421, 0.04520, 4.10754], [4.80699, 1.15636, 2.63238], [4.65311, -1.87038, 2.55540], [7.05793, -1.16306, 1.93017], [6.36037, -0.09672, 0.75308], [6.25348, -3.18364, 0.60903], [6.86747, -1.99190, -0.49947], [5.52588, -3.25653, -2.05159], [1.32691, -2.31990, -2.27830], [2.58267, 0.51784, 2.61623], [-3.75445, 5.24469, -3.52106], [-3.07940, 4.04997, -2.06587], [-2.66267, 4.27898, -0.75623], [-2.45287, 3.08385, -0.17002], [-2.48710, 2.05062, -1.10486], [-2.91026, 2.64666, -2.22000], [-2.60891, 5.07805, -0.15807], [-1.92525, 2.90886, 0.68791], [-2.95129, 2.05925, -3.16667]],
  "total_charge": 1,
  "homo_lumo_gap_ev": 7.62,
  "de_lowest_kj_mol": 92.0,
  "e_lumo_ev": -2.365,
  "e_tot_ha": -8407.80354
}

Entry 3:
{
  "formula": "C20H20Cl3N4ORuS",
  "method": "the ωB97M-V functional and the def2-TZVPD basis",
  "elements": ["Ru", "C", "C", "N", "N", "C", "N", "S", "C", "C", "C", "C", "C", "N", "H", "H", "H", "H", "H", "H", "H", "H", "H", "Cl", "C", "C", "C", "Cl", "C", "O", "C", "Cl", "C", "H", "H", "C", "C", "C", "C", "C", "C", "H", "H", "H", "H", "H", "H", "H", "H", "H"],
  "coordinates": [[-0.01969, -0.16769, 0.64024], [-1.33650, 3.13291, 3.12669], [-0.60632, 2.20719, 2.20808], [-0.99318, 0.96442, 2.06592], [-1.89411, 0.48487, 2.92495], [-2.02125, -0.80775, 2.91161], [-2.92369, -1.39380, 3.72715], [-1.07978, -1.88188, 1.87402], [0.58700, 2.55038, 1.49005], [1.14589, 3.83334, 1.45833], [2.29453, 4.06688, 0.73894], [2.89693, 3.02045, 0.04119], [2.31152, 1.77523, 0.10513], [1.20309, 1.53788, 0.80792], [-2.37919, 2.83301, 3.18220], [-1.27471, 4.16495, 2.78633], [-0.92217, 3.08071, 4.13725], [-3.28724, -0.83876, 4.48491], [-2.83095, -2.38312, 3.87801], [0.65571, 4.63365, 1.99325], [2.72697, 5.05783, 0.70199], [3.79467, 3.17225, -0.53891], [2.72769, 0.92427, -0.41953], [-6.14623, 2.41307, -2.80810], [-4.78711, 1.50330, -2.23817], [-3.60888, 2.16454, -1.93254], [-2.53585, 1.41849, -1.49724], [-1.02752, 2.15703, -1.10375], [-2.56327, 0.01402, -1.30344], [-1.53944, -0.67260, -0.92360], [-3.80487, -0.59362, -1.62521], [-3.92918, -2.30197, -1.43692], [-4.88289, 0.12751, -2.09871], [-3.53260, 3.23757, -2.03726], [-5.79720, -0.38868, -2.35607], [2.41685, -4.56415, -1.14720], [2.90690, -3.13554, -1.43491], [4.34095, -2.96589, -0.91295], [2.86729, -2.87133, -2.94600], [2.01926, -2.18280, -0.75878], [1.27398, -1.38375, -0.22022], [3.05660, -5.28662, -1.65993], [1.39166, -4.69108, -1.49451], [2.44227, -4.76811, -0.07653], [5.00561, -3.67463, -1.41229], [4.38095, -3.14613, 0.16157], [4.70189, -1.95488, -1.10611], [3.50824, -3.58776, -3.46435], [3.21764, -1.86277, -3.16870], [1.84973, -2.97043, -3.32383]],
  "homo_lumo_gap_ev": [5.58, 6.02],
  "de_lowest_kj_mol": 76.8,
  "multiplicity": 2,
  "e_lumo_ev": [-1.943, -1.519],
  "e_tot_ha": -2941.95644,
  "s2": 0.807
}